(1)
19
Properties=species:S:1:pos:R:3:forces:R:3:nbo_charge:R:1 method="wB97M-V/def2-TZVPD" total_charge=+1 multiplicity=1 e_homo_ha="-0.467 / -0.408" homo_lumo_gap_ev="9.068 / 5.754"
C 0.418080 0.800719 0.030918 -3.0 -2.4 3.0 -0.0798
C 1.315617 1.180573 -0.817822 4.4 1.8 -3.2 -0.3801
C -1.015025 0.527767 -0.443130 0.7 -1.2 -0.2 -0.4925
C 0.503840 0.243146 1.352680 1.1 0.8 -1.5 -0.0266
C -1.215160 -0.919567 -0.699052 -0.6 -0.8 0.8 -0.0078
C -1.034493 -1.633674 -1.953114 5.3 1.2 -0.8 -0.6877
N 1.729777 0.514470 2.122141 -0.4 2.9 -0.2 -0.7097
H 2.411292 0.958873 -0.770068 -0.8 0.2 0.7 0.1974
H 1.198833 1.775896 -1.767726 -0.7 -1.0 1.1 0.2481
H -1.725072 0.845126 0.236503 -1.3 0.6 1.9 0.2314
H -1.175898 1.152583 -1.251886 -0.3 0.9 -2.2 0.2361
H -0.347740 -0.026307 1.913272 -0.6 -0.3 0.5 0.2230
H -1.649259 -1.573939 0.065840 0.1 0.7 0.2 0.1877
H -0.728661 -0.902714 -2.777007 0.1 -1.1 1.0 0.2174
H -1.843393 -2.089528 -2.334219 -3.4 -1.7 -0.9 0.2458
H -0.250884 -2.543893 -1.878577 -1.3 2.1 -0.1 0.2436
H 2.437014 0.705136 1.378611 0.0 -0.2 1.1 0.4599
H 1.990755 -0.182339 2.782675 0.5 -1.3 0.3 0.4468
H 1.635307 1.392804 2.752024 0.2 -1.2 -1.4 0.4471

***

(2)
19
Properties=species:S:1:pos:R:3:forces:R:3:nbo_charge:R:1 method="wB97M-V/def2-TZVPD" total_charge=0 multiplicity=1 e_homo_ha=-0.338 homo_lumo_gap_ev=10.111
C 2.404304 0.835242 -0.811644 -1.9 -0.6 1.8 -0.5088
C 1.875225 0.119119 0.184894 -0.5 0.9 -2.0 0.3353
C 2.583036 -1.027987 0.834564 2.4 2.7 1.5 -0.6594
O 0.542554 0.408751 0.554354 2.1 -2.0 1.2 -0.5232
C -0.043556 1.489312 0.020680 -1.6 -0.8 -0.2 0.3809
N -1.175041 1.431044 -0.511807 0.5 0.4 -0.3 -0.4357
C -1.783864 0.141534 -0.638352 -1.1 -0.9 0.3 -0.2670
C -2.973889 0.130313 0.384223 -0.7 1.5 -2.2 -0.6064
H 1.956277 1.605368 -1.347664 -1.3 1.2 -0.4 0.2051
H 3.301960 0.629568 -1.201960 3.5 -1.1 -0.9 0.1978
H 3.491534 -1.451652 0.316340 -1.1 1.0 0.3 0.2397
H 2.007367 -1.806905 1.131501 -2.3 -2.4 0.4 0.2270
H 2.893340 -0.610361 1.857597 0.1 -0.6 -1.3 0.2248
H 0.414298 2.398155 0.195812 1.2 1.9 0.2 0.1615
H -1.039331 -0.744388 -0.306215 -1.9 1.7 -1.5 0.2001
H -2.280524 0.153763 -1.687565 1.3 -0.7 1.6 0.2092
H -3.597288 -0.723241 0.114851 -0.4 0.3 0.3 0.2068
H -3.510331 1.155399 0.487837 0.5 -1.8 -1.0 0.2144
H -2.623811 0.030133 1.342722 1.1 -0.8 2.4 0.1978

***

E across the listed records, respectively: -290.13997; -365.11565 Ha.
ΔE to the lowest compared entry with this formula, charge and spin across the listed records, respectively: 4.951; 3.152 eV.